Entry 1:
This record from the OMol25 dataset describes one molecule with the formula C3H8NOP. The level of theory is ωB97M-V/def2-TZVPD.

Structure (XYZ):
```
14
Properties=species:S:1:pos:R:3:forces:R:3
C 1.63062 1.77352 0.50891 -1.163 -0.297 -0.538
C -1.70478 -0.30173 -0.59478 -1.734 2.494 -1.905
C -0.92059 -1.09546 0.37497 -0.348 -0.339 0.412
N 1.20058 -0.19227 -1.36671 1.356 0.853 1.120
O 0.11220 -0.43387 1.02649 2.624 2.691 0.953
P 1.42441 0.09573 0.21223 -1.926 -3.503 -0.517
H 2.61228 1.86671 0.12731 1.127 1.615 -0.152
H 0.76860 2.44507 0.30819 1.048 -0.325 0.263
H -2.17456 0.60418 -0.04083 0.338 -1.569 -0.899
H -1.01976 0.18861 -1.36892 -0.914 -0.942 1.060
H -2.52276 -0.87094 -1.23268 1.616 0.941 1.729
H -0.44845 -1.91716 -0.04605 0.265 -1.993 -1.268
H -1.41625 -1.39734 1.26081 -1.591 -0.801 0.286
H 2.45844 -0.76506 0.83106 -0.699 1.176 -0.544
```
Forces are in eV/Å.

Calculated values
M: 105.08 g/mol
HOMO-LUMO gap (alpha / beta): 7.52 / 7.80 eV
multiplicity: 1
total energy: -16061.896 eV
highest occupied orbital energy (alpha / beta): -9.2295 / -8.7057 eV

Entry 2:
This record from the OMol25 dataset describes one molecule with the formula C25H31FN4O3. The level of theory is ωB97M-V/def2-TZVPD.

Structure (XYZ):
```
64
Properties=species:S:1:pos:R:3:forces:R:3
C -2.19151 -4.26876 -0.97672 -0.226 -0.039 0.013
H -2.72127 -3.31161 -0.96975 0.011 -0.007 0.034
O -0.79669 -4.08882 -1.07194 0.323 0.059 -0.020
C -0.16301 -3.38553 -0.09805 0.119 0.099 0.146
C -0.76991 -2.86776 1.04067 -0.198 -0.278 -0.234
C -0.02465 -2.13396 1.94811 0.304 -0.006 0.020
C 1.32949 -1.91244 1.75743 -0.135 0.010 0.195
C 1.93725 -2.45271 0.62755 -0.111 -0.058 0.025
C 1.20518 -3.17629 -0.28819 -0.125 -0.102 -0.105
H 1.67047 -3.59659 -1.16628 0.060 -0.058 -0.116
H 2.99350 -2.30573 0.45735 0.133 0.023 -0.039
C 2.11779 -1.07005 2.73014 -0.261 0.019 0.005
N 2.62991 0.13007 2.09875 0.214 -0.217 0.035
C 1.85429 1.19557 1.81458 0.086 0.380 -0.115
O 0.66360 1.27650 2.03113 -0.364 0.003 0.195
C 2.73884 2.26051 1.18260 0.002 0.060 0.045
H 2.91512 3.04503 1.92141 -0.039 -0.014 0.012
H 2.24473 2.71266 0.32315 -0.072 -0.017 0.040
C 4.03227 1.52216 0.82058 0.155 0.132 -0.196
C 4.03373 1.09537 -0.65119 0.058 -0.036 0.646
O 4.93098 1.39522 -1.40997 0.260 0.207 -0.266
N 2.98258 0.32281 -0.99476 -0.191 -0.308 -0.131
H 2.19429 0.25753 -0.36699 0.100 0.092 0.021
C 2.64084 0.04156 -2.36853 -0.070 0.123 -0.214
H 2.32875 -1.00289 -2.44622 0.049 0.026 -0.060
H 3.53210 0.19819 -2.97819 -0.107 -0.110 0.030
C 1.51708 0.98758 -2.81923 0.136 -0.112 0.113
N 0.49680 1.07530 -1.78906 -0.072 0.083 -0.194
C -0.37579 -0.08386 -1.74246 -0.105 -0.106 0.270
C -1.27758 0.02452 -0.51909 0.186 -0.402 -0.067
N -2.09029 1.22105 -0.61825 0.082 -0.021 -0.348
C -3.30437 1.28108 0.03958 -0.346 -0.009 0.103
C -4.27247 0.27673 -0.11187 -0.109 -0.135 0.085
C -5.51804 0.33570 0.47326 0.146 -0.029 -0.047
C -5.86648 1.43413 1.24012 0.020 0.061 0.029
C -4.94250 2.44960 1.40800 -0.178 0.020 0.073
C -3.69130 2.37286 0.82734 0.149 -0.135 -0.046
H -2.98685 3.16786 1.00802 0.109 0.063 -0.013
H -5.19160 3.31103 2.00969 -0.010 0.075 0.046
H -6.84222 1.49105 1.69562 -0.092 0.004 0.043
H -6.20804 -0.47722 0.30695 -0.035 -0.095 -0.047
F -4.01197 -0.82151 -0.88005 0.054 0.261 0.027
C -1.23585 2.38775 -0.66880 0.076 0.215 -0.249
H -1.84494 3.28519 -0.78455 0.021 -0.022 0.023
C -0.31556 2.27254 -1.88583 -0.079 0.173 0.222
H 0.34200 3.14525 -1.91964 -0.016 -0.012 -0.013
H -0.93348 2.26751 -2.80168 0.029 0.032 0.040
H -0.62643 2.46549 0.24328 -0.041 0.091 -0.033
H -1.90010 -0.86179 -0.45054 -0.012 0.084 -0.003
H -0.65174 0.08145 0.38370 -0.051 -0.076 -0.090
H 0.22430 -0.99116 -1.66111 -0.007 -0.031 -0.003
H -0.99872 -0.15354 -2.65179 0.037 -0.025 0.013
H 1.11367 0.65421 -3.78943 0.004 0.059 0.013
H 1.94309 1.98540 -2.95174 -0.012 -0.024 -0.029
H 4.92058 2.13689 0.97312 -0.097 -0.126 -0.087
C 4.02269 0.30324 1.75809 0.377 0.006 0.165
H 4.61420 0.49493 2.66377 0.010 -0.045 -0.119
H 4.42248 -0.58957 1.27108 0.000 0.041 0.033
H 1.46685 -0.77075 3.55739 0.108 -0.083 -0.021
H 2.96826 -1.62849 3.12917 -0.053 0.084 0.030
H -0.51552 -1.71951 2.81588 -0.053 0.094 0.087
H -1.82134 -3.01734 1.22693 -0.129 -0.011 -0.029
H -2.46216 -4.84490 -0.08649 0.008 0.034 -0.020
H -2.47532 -4.82878 -1.86603 -0.030 0.034 0.077
```
Forces are in eV/Å.

Calculated values
M: 454.55 g/mol
HOMO-LUMO gap: 8.45 eV
multiplicity: 1
total energy: -41249.577 eV
highest occupied orbital energy: -7.7370 eV
structure (SMILES): COc1ccc(CN2C[C@@H](C(=O)NCCN3CCN(c4ccccc4F)CC3)CC2=O)cc1

Entry 3:
This record from the OMol25 dataset describes C19H22N8O3SW as an isolated structure. The level of theory is ωB97M-V/def2-TZVPD.

Structure (XYZ):
```
54
Properties=species:S:1:pos:R:3:forces:R:3
W 0.72900 -0.83261 -0.61897 0.061 0.238 -0.270
C 1.68602 3.56100 1.31928 -0.023 0.015 0.000
C 2.41941 2.39089 0.67766 -0.049 0.054 0.114
C 3.71258 2.03790 1.39136 -0.004 0.015 0.022
O 2.63012 2.60651 -0.72200 -0.007 0.025 0.030
C 1.50861 1.18321 0.60890 -0.455 -0.780 -0.122
O 1.84290 0.01095 0.97242 0.467 0.109 0.010
O 0.37701 1.19549 -0.01016 0.249 0.340 -0.159
H 2.31611 4.44851 1.24699 -0.009 0.007 0.000
H 1.50237 3.38121 2.37908 -0.003 -0.023 0.000
H 0.74276 3.75770 0.81103 0.006 0.007 -0.002
H 4.31877 2.93663 1.50114 0.016 -0.004 -0.029
H 4.27206 1.29922 0.82028 -0.003 -0.006 0.017
H 3.51796 1.63735 2.38626 -0.003 0.024 0.008
H 3.02840 3.47705 -0.84186 0.033 0.007 0.007
N -1.22331 0.20639 2.13584 0.066 -0.019 -0.014
C -1.51542 -1.01021 1.69182 -0.135 0.082 0.016
N -2.26243 -1.77567 2.46511 0.019 0.020 -0.018
C -2.64377 -2.94990 1.97505 0.023 -0.084 -0.045
N -3.34094 -3.77149 2.73502 -0.006 0.007 0.006
N -2.37420 -3.36928 0.69831 -0.043 0.132 0.111
C -1.59425 -2.59170 0.02767 0.078 -0.131 -0.108
N -1.05321 -1.40581 0.44955 0.022 -0.037 -0.036
C -1.22296 -3.01618 -1.34143 0.008 -0.017 0.016
C -1.83115 -4.07748 -1.97940 0.025 0.005 -0.031
C -1.39510 -4.41795 -3.25166 -0.029 -0.038 -0.014
C -0.36659 -3.69567 -3.83666 0.050 0.055 0.009
C 0.19287 -2.64279 -3.13881 -0.100 -0.090 -0.015
N -0.23727 -2.30752 -1.91484 0.161 0.243 0.093
H -1.60604 0.47259 3.02891 -0.010 -0.004 0.000
H -0.83353 0.90067 1.52260 0.018 0.035 -0.014
H -3.57146 -3.50915 3.67973 0.007 0.001 0.002
H -3.64113 -4.66057 2.37151 -0.005 0.001 -0.001
H -2.61867 -4.61911 -1.47743 0.002 0.014 0.022
H -1.85064 -5.24449 -3.78025 -0.001 -0.003 0.007
H 0.00603 -3.94008 -4.82096 -0.006 -0.006 -0.001
H 1.00209 -2.05595 -3.54962 -0.001 0.002 -0.005
C -0.90000 2.76315 -5.75052 0.024 0.006 0.009
C -0.47333 1.91257 -4.59894 -0.050 0.011 -0.018
C 0.83737 1.47167 -4.44964 0.054 -0.022 0.019
C 1.19282 0.69532 -3.36774 -0.005 0.070 0.053
N 0.30633 0.32904 -2.42771 -0.112 -0.297 0.204
C -0.96813 0.75421 -2.55785 -0.002 0.005 -0.054
C -1.38453 1.52906 -3.61031 0.018 -0.017 0.027
H -0.08100 2.95028 -6.44031 0.001 -0.004 0.001
H -1.27350 3.72145 -5.38588 -0.009 0.001 -0.010
H -1.71496 2.28484 -6.29515 -0.008 0.001 0.005
H 1.59721 1.73485 -5.17277 -0.007 0.008 -0.004
H 2.21097 0.36435 -3.23544 0.001 0.010 -0.029
H -1.66169 0.45750 -1.78076 0.009 -0.008 0.003
H -2.42024 1.83749 -3.65789 0.002 0.010 -0.016
S 3.27286 -1.33886 -1.50049 -0.267 0.092 0.034
C 2.44334 -2.34736 -0.52875 -0.215 0.029 0.081
N 1.53974 -2.76575 0.12121 0.150 -0.093 0.085
```
Forces are in eV/Å.

Calculated values
M: 626.35 g/mol
HOMO-LUMO gap (alpha / beta): 8.33 / 8.30 eV
multiplicity: 3
total energy: -50773.837 eV
total charge: +2
highest occupied orbital energy (alpha / beta): -14.8312 / -15.6419 eV

> What is the total energy in the first record?

-16061.896 eV

> multiplicity of number 3 (C19H22N8O3SW)?

3